Density functional theory data (ωB97M-V/def2-TZVPD) for a molecular structure, C24H42I2N4O3P2PbS3.

Positions of all 81 atoms, in Å:
Pb 0.05086 0.80568 -1.01081
C -0.88169 2.81301 2.91346
C -1.23866 4.01788 2.04897
S -0.55302 3.93553 0.37171
C -1.99688 4.36407 -0.62602
C -3.21795 3.45533 -0.50919
S -2.91753 1.69640 -0.85221
C -3.55391 0.85159 0.62093
C -3.07016 1.31054 1.99194
S -1.27580 1.18163 2.23730
H 0.19938 2.77046 3.06300
H -1.33452 2.93465 3.89996
H -2.31960 4.13083 1.97429
H -0.86488 4.91802 2.54012
H -2.30286 5.38706 -0.39550
H -1.62023 4.36233 -1.64982
H -3.66867 3.52643 0.48047
H -3.96842 3.80610 -1.21933
H -4.64491 0.89251 0.59971
H -3.25005 -0.18344 0.45241
H -3.37125 2.33833 2.19160
H -3.57479 0.69346 2.73870
I 2.96910 2.21487 -0.76872
C 2.24931 3.86714 -1.84701
C 3.00060 5.00387 -1.80094
C 2.59946 6.14115 -2.53338
C 1.48089 6.08373 -3.30608
C 0.69751 4.90346 -3.37181
C -0.43814 4.85533 -4.21640
C -1.17629 3.71242 -4.30647
C -0.84156 2.59541 -3.50966
C 0.22472 2.58218 -2.63741
C 1.04551 3.75255 -2.60560
H 3.90742 5.03664 -1.21274
H 3.19643 7.04258 -2.48795
H 1.17349 6.94013 -3.89501
H -0.68755 5.73266 -4.80199
H -2.02682 3.66085 -4.97636
H -1.46794 1.71218 -3.60276
C 3.34244 -2.31319 -1.69489
N 3.06158 -2.95517 -0.41394
C 3.42678 -4.35937 -0.34156
P 2.10559 -2.24337 0.70167
O 1.92207 -0.80223 0.45764
O 0.73129 -3.07788 0.77597
P -0.86541 -2.87536 0.64721
O -1.31333 -1.48143 0.49960
N -1.21272 -3.94992 -0.54024
C -0.23764 -4.62349 -1.38798
C -2.53591 -3.80573 -1.14505
N -1.49923 -3.52157 2.02739
C -1.27491 -4.91229 2.37535
C -1.91568 -2.67843 3.13580
N 2.76413 -2.68989 2.16031
C 4.12719 -2.21627 2.39193
C 1.92796 -2.57102 3.35108
H 4.40712 -2.41633 -1.91964
H 3.08912 -1.25783 -1.64607
H 2.75946 -2.76431 -2.50101
H 4.50882 -4.47014 -0.45508
H 2.94434 -4.93166 -1.13934
H 3.13677 -4.77711 0.62051
H 0.66251 -4.84344 -0.82200
H 0.02085 -4.02391 -2.26376
H -0.67094 -5.57039 -1.71918
H -3.22931 -3.36768 -0.42747
H -2.91051 -4.79233 -1.42508
H -2.49259 -3.16518 -2.02940
H -1.04011 -5.48717 1.48175
H -2.17797 -5.33165 2.82567
H -0.45317 -5.02450 3.09284
H -1.99487 -1.64674 2.80525
H -1.20196 -2.72297 3.96650
H -2.88718 -3.01382 3.50929
H 4.71780 -2.31910 1.48370
H 4.58558 -2.82196 3.17513
H 4.14600 -1.16595 2.70272
H 0.95235 -3.01523 3.17243
H 1.79140 -1.52702 3.65581
H 2.40617 -3.11145 4.16966
I -0.15449 -1.20110 -3.29493

* energy above the lowest of the compared OMol25 structures with the same formula, charge and spin: 0.0 kcal/mol
* spin multiplicity: 1
* lowest unoccupied orbital energy: 0.344 eV